1.
{
  "formula": "CH2Cl2FP",
  "method": "ωB97M-V/def2-TZVPD",
  "symbols": ["C", "F", "P", "Cl", "Cl", "H", "H"],
  "coordinates": [[0.56224, 0.62361, 0.50133], [0.26622, 1.92428, 0.59051], [-1.47404, -0.56863, -0.25266], [-0.80846, -0.10112, -2.05566], [-0.60201, -2.36647, -0.04519], [1.30248, 0.40527, -0.26911], [0.75357, 0.08306, 1.53078]],
  "lowdin_charge": [-0.294, -0.083, 0.069, 0.104, 0.078, 0.041, 0.086],
  "charge": 0
}

---

2.
{
  "formula": "C36H71AsGe2N5OPdSSi3",
  "method": "ωB97M-V/def2-TZVPD",
  "symbols": ["Pd", "C", "Si", "C", "C", "As", "Si", "C", "C", "C", "Si", "C", "C", "C", "H", "H", "H", "H", "H", "H", "H", "H", "H", "H", "H", "H", "H", "H", "H", "H", "H", "H", "H", "H", "H", "H", "H", "H", "H", "H", "H", "C", "Ge", "C", "C", "Ge", "C", "C", "C", "C", "C", "C", "C", "C", "C", "C", "C", "C", "H", "H", "H", "H", "H", "H", "H", "H", "H", "H", "H", "H", "H", "H", "H", "H", "H", "H", "H", "C", "C", "N", "C", "N", "C", "C", "C", "N", "C", "H", "H", "H", "H", "H", "H", "H", "H", "H", "H", "H", "H", "H", "C", "S", "C", "O", "H", "H", "H", "H", "H", "H", "C", "N", "C", "C", "N", "H", "H", "H", "H", "H", "H"],
  "coordinates": [[-0.15314, -0.66585, -0.37539], [4.75523, 1.53189, -1.91088], [4.54522, 0.51390, -0.33018], [5.02267, 1.51623, 1.20307], [5.49805, -1.10322, -0.52810], [2.04976, 0.09001, 0.13109], [2.06915, -0.85129, 2.35782], [2.09214, 0.59137, 3.58578], [0.76450, -2.14305, 2.83246], [3.70554, -1.79774, 2.54588], [0.60875, -1.10936, -2.57101], [-0.53079, -2.43055, -3.30075], [0.38048, 0.47275, -3.57538], [2.41846, -1.63521, -2.84623], [5.71179, 1.28077, -2.37244], [4.76696, 2.60117, -1.69817], [3.97267, 1.34041, -2.64635], [6.05395, 1.31139, 1.49439], [4.37443, 1.27742, 2.04590], [4.94267, 2.58530, 1.00278], [6.56116, -0.86224, -0.59855], [5.21696, -1.61626, -1.44852], [5.36719, -1.78685, 0.30988], [1.38443, 1.37182, 3.31150], [3.08029, 1.05205, 3.62932], [1.85883, 0.24576, 4.59474], [-0.14067, -2.07118, 2.23984], [0.49571, -2.01384, 3.88375], [1.16117, -3.15255, 2.71884], [4.57864, -1.15294, 2.43550], [3.79518, -2.62115, 1.83528], [3.73681, -2.23187, 3.54723], [-1.57648, -2.26195, -3.04109], [-0.24472, -3.43077, -2.97934], [-0.44012, -2.38369, -4.38836], [-0.61023, 0.90566, -3.43230], [0.49346, 0.22537, -4.63354], [1.12153, 1.22678, -3.32180], [2.80249, -2.33989, -2.11045], [3.06692, -0.75728, -2.83548], [2.49940, -2.10336, -3.82961], [-4.44192, 2.83258, 0.90597], [-3.10276, 3.31411, -0.50420], [-2.82990, 5.27200, -0.37181], [-3.96492, 2.91578, -2.26257], [-0.43294, 1.99217, -0.39151], [0.30759, 3.20315, -1.83503], [1.69196, 3.31157, -1.94131], [2.26654, 4.10532, -2.92218], [1.46553, 4.78594, -3.82715], [0.08697, 4.66195, -3.75044], [-0.48366, 3.87100, -2.76339], [0.07672, 3.11942, 1.20934], [-0.85444, 3.68963, 2.07452], [-0.45765, 4.49390, 3.13469], [0.88987, 4.73347, 3.35640], [1.83085, 4.15367, 2.51957], [1.42703, 3.35385, 1.46124], [-5.42312, 3.05753, 0.48426], [-4.29409, 3.45062, 1.79052], [-4.40595, 1.78809, 1.20284], [-3.82340, 5.71694, -0.46073], [-2.19297, 5.64827, -1.16915], [-2.39395, 5.55514, 0.58322], [-5.03478, 2.80189, -2.09067], [-3.57859, 2.02200, -2.74949], [-3.80398, 3.76668, -2.92290], [2.33410, 2.76265, -1.25978], [3.34403, 4.19047, -2.98233], [1.91636, 5.40689, -4.58895], [-0.54648, 5.17764, -4.46021], [-1.56107, 3.77132, -2.72543], [-1.91219, 3.50411, 1.92539], [-1.20137, 4.94112, 3.78260], [1.20540, 5.36887, 4.17249], [2.88604, 4.32996, 2.68426], [2.18354, 2.90694, 0.82561], [2.42864, -5.74189, 0.35634], [2.76207, -4.46762, -0.40042], [1.67342, -3.53625, -0.18271], [0.36618, -3.90182, -0.22815], [-0.54410, -2.95588, -0.20555], [-1.93536, -3.37716, -0.14135], [-2.18858, -4.65325, -0.93169], [-1.26985, -5.72960, -0.39260], [0.09095, -5.22503, -0.25275], [1.11434, -6.26823, -0.18948], [2.33117, -5.52046, 1.42114], [3.20657, -6.49232, 0.22651], [2.88845, -4.70368, -1.46389], [3.68732, -4.01684, -0.04254], [1.84119, -2.54512, -0.17441], [-2.55993, -2.57681, -0.52743], [-2.22154, -3.55016, 0.90800], [-1.99608, -4.48491, -1.99142], [-3.22659, -4.96567, -0.81904], [-1.24365, -6.58939, -1.06509], [-1.62539, -6.07716, 0.58310], [1.25793, -6.68260, -1.19360], [0.73592, -7.07004, 0.44762], [-1.54777, 0.91122, 4.33806], [-2.10773, 0.52759, 2.66302], [-2.83002, -1.08613, 3.09123], [-0.87630, 0.20882, 1.86525], [-2.43413, 1.01529, 4.96431], [-1.00431, 1.85168, 4.31009], [-0.90223, 0.11646, 4.70456], [-3.81994, -0.91873, 3.51531], [-2.20054, -1.61502, 3.80195], [-2.90455, -1.65771, 2.16772], [-5.75816, -0.96857, 0.63184], [-5.05797, -0.55648, -0.57664], [-5.91103, -0.17615, -1.70296], [-3.76765, -0.37415, -0.64390], [-2.62129, -0.23237, -0.78219], [-6.52450, -1.69249, 0.35595], [-6.24960, -0.11762, 1.11054], [-5.08153, -1.43903, 1.33892], [-6.58517, -1.00160, -1.93141], [-5.30772, 0.04160, -2.57969], [-6.50978, 0.70069, -1.44730]],
  "mulliken_spin": [0.548, 0.002, 0.022, 0.043, 0.048, 0.769, -0.037, 0.041, -0.008, 0.043, -0.031, -0.012, 0.000, 0.056, 0.000, 0.000, 0.001, 0.003, -0.011, 0.003, 0.006, -0.005, -0.007, -0.016, -0.002, 0.003, 0.002, 0.000, -0.001, -0.001, -0.015, 0.000, 0.000, 0.000, -0.001, 0.004, -0.001, -0.003, -0.014, -0.021, 0.005, 0.080, 0.410, 0.060, 0.073, 0.652, 0.093, -0.026, 0.012, 0.006, 0.004, -0.009, -0.047, 0.107, 0.017, 0.005, 0.029, 0.022, 0.005, 0.005, -0.020, 0.020, -0.003, -0.004, 0.004, 0.005, 0.008, 0.010, 0.001, 0.000, 0.000, 0.007, -0.011, 0.000, 0.000, 0.000, -0.022, 0.001, 0.002, -0.030, -0.028, 0.045, -0.004, 0.003, 0.000, 0.004, 0.000, 0.000, 0.000, 0.003, -0.001, 0.127, 0.006, -0.002, 0.000, 0.001, 0.000, 0.000, 0.000, 0.000, 0.001, 0.012, 0.004, -0.039, 0.000, 0.001, 0.000, 0.000, 0.000, -0.002, -0.001, 0.004, -0.001, -0.004, -0.007, 0.000, 0.001, 0.000, 0.000, 0.001, 0.001],
  "multiplicity": 4,
  "charge": 2
}

---

3.
{
  "formula": "C29H63N6O6",
  "method": "ωB97M-V/def2-TZVPD",
  "symbols": ["C", "C", "C", "C", "C", "C", "C", "C", "C", "C", "C", "C", "O", "C", "C", "N", "H", "H", "H", "H", "H", "H", "H", "H", "H", "H", "H", "H", "H", "H", "H", "H", "H", "H", "H", "H", "H", "H", "H", "H", "H", "H", "H", "H", "C", "O", "N", "C", "C", "H", "H", "H", "H", "H", "H", "H", "C", "O", "N", "C", "C", "H", "H", "H", "H", "H", "H", "H", "C", "O", "N", "C", "C", "H", "H", "H", "H", "H", "H", "H", "C", "O", "N", "C", "C", "H", "H", "H", "H", "H", "H", "H", "C", "O", "N", "C", "C", "H", "H", "H", "H", "H", "H", "H"],
  "coordinates": [[1.84025, 2.79730, 6.86849], [1.37844, 2.59281, 5.43931], [0.94135, 3.83133, 4.70242], [1.34938, 1.37534, 4.87537], [0.18729, 0.87526, 4.04894], [0.39990, -0.53285, 3.48829], [-0.81573, -1.04226, 2.67525], [-0.39129, -1.71990, 1.34736], [-1.71256, -1.99526, 3.49933], [-2.82460, -1.29660, 4.28863], [-3.75204, -0.49123, 3.36468], [-3.61256, 1.03768, 3.45545], [-4.61579, 1.56634, 4.30864], [-5.84099, 1.55417, 3.59713], [-6.12455, 0.13377, 3.05342], [-5.17973, -0.81559, 3.67957], [1.55995, 3.79896, 7.19413], [2.92440, 2.70880, 6.98295], [1.34030, 2.07895, 7.51226], [0.25439, 4.44974, 5.28732], [0.44104, 3.57724, 3.76956], [1.83565, 4.42093, 4.49402], [2.18938, 0.70283, 5.03518], [-0.07957, 1.54688, 3.22414], [-0.67034, 0.83752, 4.72968], [1.29753, -0.56597, 2.87121], [0.55470, -1.19443, 4.34591], [-1.39464, -0.15167, 2.40155], [0.69110, -1.76062, 1.23754], [-0.74580, -1.13870, 0.49466], [-0.75824, -2.74156, 1.26354], [-1.07143, -2.49072, 4.23097], [-2.15992, -2.75456, 2.85483], [-3.42445, -2.06797, 4.78608], [-2.41409, -0.65907, 5.07368], [-3.53419, -0.79619, 2.33897], [-2.63562, 1.34310, 3.81983], [-3.73556, 1.48172, 2.45860], [-6.64885, 1.87599, 4.24944], [-5.77354, 2.26610, 2.76814], [-7.14341, -0.15921, 3.29626], [-6.00854, 0.06550, 1.97348], [-5.27803, -0.78628, 4.69517], [-5.38768, -1.78942, 3.37972], [-6.79389, -4.24019, 3.15721], [-6.25757, -3.15865, 2.88799], [-6.41070, -5.40251, 2.65244], [-7.08012, -6.64957, 2.99325], [-5.28517, -5.43671, 1.72528], [-7.64818, -4.30800, 3.84222], [-6.37337, -7.33732, 3.45668], [-7.48750, -7.11205, 2.09473], [-7.89238, -6.45503, 3.68949], [-4.38873, -5.04729, 2.20709], [-5.49968, -4.82191, 0.85197], [-5.11121, -6.46195, 1.41333], [2.66838, -1.82273, -1.30713], [1.83236, -2.71146, -1.26046], [2.58886, -0.74025, -2.09508], [3.61821, 0.28981, -2.11399], [1.43257, -0.60042, -2.96136], [3.58268, -1.84083, -0.69046], [3.18486, 1.24917, -1.82047], [4.04712, 0.38177, -3.10588], [4.41475, 0.03422, -1.42002], [0.51428, -0.57583, -2.37203], [1.36507, -1.44548, -3.64695], [1.52260, 0.32124, -3.53054], [-4.50554, -0.01006, -3.14036], [-3.78450, 0.71138, -3.79186], [-4.56172, 0.00374, -1.78627], [-5.43113, -0.86980, -1.03418], [-3.70564, 0.93801, -1.07873], [-5.18591, -0.74850, -3.59714], [-6.12998, -0.27766, -0.43510], [-4.83806, -1.50388, -0.36717], [-6.00002, -1.50609, -1.70852], [-3.93108, 1.96347, -1.37335], [-2.65692, 0.74691, -1.30992], [-3.86508, 0.82597, -0.00607], [6.74767, 0.73403, -4.69884], [6.13406, 0.72673, -3.63804], [7.15387, -0.37496, -5.33401], [7.88034, -0.32999, -6.59134], [6.85185, -1.66324, -4.73538], [7.01535, 1.65979, -5.22467], [7.31941, -0.86027, -7.36395], [8.85296, -0.81316, -6.47018], [8.02555, 0.70228, -6.91500], [5.77387, -1.79126, -4.62682], [7.29905, -1.73646, -3.74333], [7.24675, -2.45246, -5.37009], [7.97354, 3.63839, -7.66496], [7.40157, 2.59363, -7.39386], [7.43596, 4.85619, -7.50541], [8.15559, 6.06840, -7.84305], [6.08485, 4.95439, -6.97567], [8.99734, 3.66062, -8.07045], [8.26997, 6.70129, -6.96148], [7.61824, 6.62913, -8.60958], [9.14327, 5.81554, -8.22266], [6.03196, 4.50119, -5.98561], [5.38524, 4.42853, -7.62522], [5.80274, 6.00198, -6.91016]],
  "lowdin_charge": [-0.054, -0.345, -0.059, -0.086, -0.205, -0.165, -0.344, -0.039, -0.156, -0.123, -0.228, -0.134, -0.101, -0.156, -0.073, 0.078, 0.072, 0.084, 0.075, 0.077, 0.063, 0.093, 0.115, 0.110, 0.099, 0.114, 0.115, 0.106, 0.064, 0.071, 0.074, 0.119, 0.105, 0.120, 0.123, 0.150, 0.120, 0.125, 0.133, 0.131, 0.137, 0.117, 0.187, 0.107, -0.296, -0.040, -0.174, -0.029, -0.015, 0.146, 0.099, 0.099, 0.090, 0.092, 0.095, 0.095, -0.366, -0.014, -0.191, -0.054, -0.041, 0.133, 0.091, 0.060, 0.085, 0.079, 0.093, 0.088, -0.345, 0.034, -0.199, -0.066, -0.038, 0.136, 0.077, 0.082, 0.086, 0.098, 0.092, 0.060, -0.323, -0.025, -0.185, -0.053, -0.042, 0.119, 0.092, 0.089, 0.051, 0.088, 0.091, 0.084, -0.325, -0.017, -0.193, -0.053, -0.033, 0.139, 0.091, 0.091, 0.084, 0.092, 0.094, 0.087],
  "charge": 1
}

---

Calculated total energy (Ha), listed in the same order as above: -1400.8759; -9547.0323; -1922.4819
Calculated energy relative to the best compared isomer or geometry (same formula, charge and spin) (eV), listed in the same order as above: 1.110; 2.849; 0.000